{"formula": "C44H120Cl4N7O7P", "method": "ωB97M-V/def2-TZVPD", "total_energy_ha": -4839.38614, "homo_ev": -15.4792, "charge": 4, "homo_lumo_gap_ev": 9.18, "elements": ["C", "C", "C", "C", "P", "C", "C", "C", "C", "C", "C", "C", "C", "C", "C", "C", "C", "H", "H", "H", "H", "H", "H", "H", "H", "H", "H", "H", "H", "H", "H", "H", "H", "H", "H", "H", "H", "H", "H", "H", "H", "H", "H", "H", "H", "H", "H", "H", "H", "H", "H", "H", "H", "C", "C", "C", "O", "C", "N", "H", "H", "H", "H", "H", "H", "H", "H", "H", "H", "H", "H", "C", "C", "C", "O", "C", "N", "H", "H", "H", "H", "H", "H", "H", "H", "H", "H", "H", "H", "C", "C", "C", "O", "C", "N", "H", "H", "H", "H", "H", "H", "H", "H", "H", "H", "H", "H", "C", "C", "C", "O", "C", "N", "H", "H", "H", "H", "H", "H", "H", "H", "H", "H", "H", "H", "C", "C", "C", "O", "C", "N", "H", "H", "H", "H", "H", "H", "H", "H", "H", "H", "H", "H", "C", "C", "C", "O", "C", "N", "H", "H", "H", "H", "H", "H", "H", "H", "H", "H", "H", "H", "C", "C", "C", "O", "C", "N", "H", "H", "H", "H", "H", "H", "H", "H", "H", "H", "H", "H", "Cl", "Cl", "Cl", "Cl"], "xyz": [[-5.294837, -2.792455, -4.905419], [-3.992851, -3.583213, -4.610848], [-4.402937, -4.972794, -4.143284], [-3.165117, -5.807485, -3.805509], [-3.314476, -7.196957, -2.685099], [-4.944555, -8.017215, -2.802561], [-4.982598, -8.757178, -4.112452], [-6.197765, -9.720582, -4.150989], [-7.567066, -9.192258, -3.964202], [-1.972906, -8.323848, -3.036232], [-1.843948, -9.519995, -2.073183], [-0.572886, -10.316731, -2.410187], [0.649224, -9.485780, -2.281386], [-3.025208, -6.656621, -0.990571], [-3.824543, -5.377628, -0.664489], [-3.964351, -5.062027, 0.842873], [-2.755972, -5.372364, 1.746833], [-4.949950, -1.835425, -5.376815], [-5.830315, -2.592893, -4.000629], [-5.951030, -3.278229, -5.604482], [-3.504193, -3.084542, -3.747139], [-3.336016, -3.674746, -5.455804], [-5.065621, -5.444541, -4.881553], [-5.070833, -4.821708, -3.306923], [-2.419926, -5.104931, -3.363305], [-2.806810, -6.287110, -4.712522], [-5.743076, -7.260117, -2.691262], [-5.061000, -8.654088, -1.904350], [-4.036809, -9.297709, -4.329645], [-5.253481, -8.053938, -4.896843], [-6.003540, -10.495430, -3.381657], [-6.018071, -10.132964, -5.150206], [-7.800844, -8.860848, -2.915642], [-8.210479, -10.010692, -4.230249], [-7.701148, -8.276817, -4.556912], [-1.068288, -7.674756, -3.030770], [-1.891534, -8.642904, -4.067986], [-2.760781, -10.084562, -2.168962], [-1.820496, -9.040381, -1.096731], [-0.641574, -10.717635, -3.430301], [-0.595818, -11.217015, -1.799016], [1.504848, -10.076555, -2.465362], [0.664039, -8.947914, -1.333494], [0.724596, -8.734265, -3.054135], [-1.981804, -6.491150, -0.697155], [-3.399847, -7.414716, -0.324550], [-4.832974, -5.369251, -1.088995], [-3.291111, -4.520315, -1.185814], [-4.806280, -5.612306, 1.232714], [-4.256246, -4.011782, 0.843938], [-2.493657, -6.375596, 1.581956], [-3.058716, -5.102822, 2.750879], [-1.870465, -4.820368, 1.454700], [-2.202699, 0.699929, -3.568208], [-2.911990, 2.006056, -3.920560], [-4.069912, 2.387228, -3.015542], [-4.613245, 3.609027, -3.372338], [-6.035216, 3.630502, -3.272965], [-2.147140, 3.303201, -3.718170], [-2.683278, 4.097244, -4.081924], [-1.860580, 3.381867, -2.735069], [-1.282640, 3.306619, -4.279514], [-2.923451, -0.088837, -3.399108], [-1.670395, 0.887047, -2.632819], [-1.418732, 0.456953, -4.306190], [-3.297133, 1.923195, -4.918344], [-3.651392, 2.424409, -1.973897], [-4.774765, 1.569866, -3.066976], [-6.541669, 2.891223, -3.879656], [-6.327705, 4.619430, -3.595831], [-6.247965, 3.460819, -2.160858], [7.273004, 4.606911, -6.561418], [7.713378, 4.795219, -5.131186], [6.540056, 4.950266, -4.177995], [7.014258, 4.778860, -2.867825], [6.011501, 5.107274, -1.809173], [8.489797, 3.516618, -4.644170], [9.313980, 3.270987, -5.145197], [8.749800, 3.542590, -3.666768], [7.892146, 2.681326, -4.682884], [6.521397, 3.803377, -6.671802], [8.147006, 4.427598, -7.228907], [6.865251, 5.587691, -6.867822], [8.472582, 5.583513, -4.939279], [5.816619, 4.195813, -4.432818], [6.137389, 5.969205, -4.267200], [5.080971, 4.565063, -1.981070], [5.820267, 6.187593, -1.810153], [6.405070, 4.864519, -0.820427], [-1.507842, 1.255954, 2.022566], [-0.092514, 1.738742, 2.380248], [0.361564, 1.493874, 3.815525], [1.088057, 2.581301, 4.346237], [0.269387, 3.704500, 4.665668], [0.840357, 1.044899, 1.481026], [1.194750, 0.161088, 1.881145], [0.415125, 0.845080, 0.570835], [1.710431, 1.579222, 1.318779], [-1.708602, 1.221103, 0.920620], [-2.325880, 1.895183, 2.373254], [-1.638206, 0.265833, 2.473769], [-0.087763, 2.821377, 2.152030], [0.911630, 0.556454, 3.735801], [-0.496586, 1.328716, 4.516026], [0.949457, 4.475782, 4.948385], [-0.415575, 3.362253, 5.464848], [-0.286884, 4.107139, 3.817374], [2.028616, 6.124157, -1.823716], [2.060600, 6.479864, -0.332494], [1.485446, 7.903201, -0.059851], [1.844030, 8.707193, -1.159731], [1.873469, 10.101871, -0.844390], [1.118480, 5.509539, 0.349307], [0.309464, 5.234803, -0.241332], [1.693839, 4.659630, 0.561566], [0.747419, 5.995458, 1.236248], [1.093842, 6.446644, -2.332334], [2.296756, 5.063585, -1.974198], [2.717538, 6.741820, -2.336391], [3.059323, 6.315689, 0.057149], [1.832775, 8.383933, 0.816006], [0.385817, 7.824866, 0.106151], [1.016403, 10.365372, -0.205508], [1.961700, 10.664151, -1.793614], [2.763904, 10.374569, -0.327979], [4.895770, 3.289098, 6.101844], [4.898988, 2.521212, 4.847753], [4.362209, 1.099808, 4.945622], [5.367937, 0.341265, 5.594728], [4.954134, -0.907406, 6.195124], [3.888630, 3.246544, 3.934998], [4.038791, 4.232011, 4.108447], [4.015156, 3.073181, 2.932689], [2.879266, 2.984500, 4.209492], [5.422974, 2.593855, 6.772136], [3.884593, 3.372275, 6.502965], [5.502675, 4.211224, 5.981481], [5.826408, 2.594986, 4.302558], [4.174775, 0.791833, 3.883981], [3.385184, 1.135197, 5.482545], [3.949688, -0.878349, 6.617253], [5.626990, -1.170314, 7.013602], [5.104364, -1.651232, 5.415939], [1.786283, -5.137746, 2.680504], [3.320991, -5.319488, 2.976589], [4.216429, -5.424615, 1.797313], [5.617285, -5.426098, 2.168718], [6.183438, -6.791620, 2.390830], [3.717740, -4.171389, 3.894637], [3.491489, -4.344466, 4.850769], [4.727809, -4.093030, 3.828841], [3.314733, -3.261775, 3.589686], [1.613384, -4.209634, 2.144869], [1.193867, -5.062761, 3.611656], [1.348157, -5.934147, 2.073360], [3.500573, -6.178185, 3.671386], [4.076919, -4.580753, 1.114602], [3.974465, -6.381803, 1.368664], [5.518850, -7.501334, 2.844486], [7.074600, -6.622751, 3.001502], [6.419453, -7.185456, 1.428923], [-4.257729, 7.576461, 2.977359], [-3.466439, 8.133214, 4.184182], [-2.906339, 7.126360, 5.147251], [-4.004713, 6.472367, 5.692391], [-3.656052, 5.513565, 6.684038], [-2.313458, 9.037096, 3.751139], [-1.541966, 8.437711, 3.226438], [-2.614151, 9.853478, 3.192628], [-1.902361, 9.362252, 4.587740], [-3.571163, 7.204938, 2.192328], [-4.792502, 8.381723, 2.433174], [-5.031755, 6.948182, 3.367767], [-4.119691, 8.767788, 4.797328], [-2.333154, 7.654051, 5.932504], [-2.225161, 6.488686, 4.602478], [-4.512712, 5.318369, 7.338167], [-2.826215, 5.880071, 7.305096], [-3.442325, 4.579747, 6.163116], [-0.294663, 7.071924, 2.757802], [2.482164, -1.451819, 2.985068], [2.985753, 3.214255, 0.982234], [-0.193216, 3.018053, -1.123952]], "forces_ev_per_a": [[2.101, 1.080, -0.994], [-1.657, -0.076, 1.014], [-0.293, -0.109, -0.039], [-0.163, 0.383, 0.116], [-0.184, -0.285, 0.787], [0.702, 0.857, 1.087], [-1.506, -0.277, 0.044], [2.687, -1.053, 0.252], [-0.191, 1.534, 0.918], [1.139, 0.320, -0.475], [0.136, 1.179, -0.892], [-1.645, -0.581, -0.171], [-0.020, 0.766, 0.078], [-0.748, 0.864, 0.555], [0.898, 1.160, -0.430], [0.370, 0.147, -0.697], [-0.901, 1.640, -1.115], [-0.736, -0.535, 0.445], [-0.323, 0.190, 0.545], [-0.192, -0.341, -0.330], [0.175, -0.179, -0.647], [0.367, 0.303, -0.423], [0.485, -0.112, -0.096], [-0.009, -0.105, 0.622], [-0.113, -0.752, -0.456], [0.468, 0.326, -0.255], [0.367, -0.217, -0.274], [0.239, -0.037, -0.454], [-0.733, 0.317, 0.019], [0.715, 0.324, -0.330], [-0.091, 0.003, -0.586], [-0.789, -0.569, 0.202], [0.312, -0.584, -0.754], [-0.822, 0.144, -0.186], [-0.420, -0.434, -0.289], [-0.433, -0.148, 0.606], [-0.728, -0.238, -0.434], [-0.132, -0.516, 0.171], [0.231, -0.610, 0.489], [-0.163, 0.206, 0.040], [0.413, 0.075, 0.324], [1.165, -0.668, 0.401], [0.371, -0.221, 0.204], [-0.235, 0.347, -0.339], [-0.028, -0.182, -0.565], [-0.125, -0.730, 0.168], [0.079, -0.274, -0.042], [-0.542, -0.774, 0.621], [-0.381, -0.259, 0.114], [0.072, 0.078, 0.492], [0.213, -1.602, 0.570], [0.373, -0.407, 0.318], [0.158, 0.507, 0.033], [1.144, 1.549, 0.568], [-0.983, 0.788, 0.705], [0.302, -1.664, 1.256], [-0.048, -0.038, -0.925], [0.150, 0.325, 2.129], [1.963, -0.861, -2.378], [-0.385, -0.178, 0.589], [0.361, 0.223, 0.520], [-0.065, -0.036, 0.482], [-0.119, -0.176, -0.315], [0.039, -0.278, 0.173], [-0.630, -0.152, 0.150], [0.086, 0.569, -0.765], [-0.467, -0.053, -0.463], [-0.592, -0.143, 0.149], [0.135, -0.348, -0.192], [-0.245, 0.150, 0.153], [-0.325, 0.333, -1.537], [0.725, 0.560, -0.510], [1.134, -0.521, 0.950], [0.635, 0.721, 0.578], [-0.698, -0.034, 1.628], [0.704, 0.207, -0.973], [-1.565, -0.519, 0.306], [0.931, 0.185, -0.971], [-0.030, 0.700, 0.608], [-0.117, 0.248, -0.269], [0.350, 0.471, 0.027], [-0.670, -0.013, 0.398], [-0.102, -0.603, -0.071], [-0.618, -0.290, -0.489], [-0.801, -0.287, -0.083], [-0.177, -0.274, -0.424], [0.075, -0.082, -0.055], [0.022, -0.168, -0.247], [0.272, -0.277, -0.439], [-0.404, -0.437, -0.203], [-1.619, 1.270, -0.505], [-1.547, 0.007, 0.339], [0.932, -0.308, -0.481], [-0.499, -0.917, 0.103], [0.710, -0.757, -0.564], [-0.174, -0.327, 0.101], [0.141, 0.397, 0.025], [0.059, 0.667, -0.268], [0.633, -0.098, 0.802], [0.486, 0.046, 0.418], [-0.270, -0.022, -0.278], [0.509, -0.547, -0.068], [0.637, 0.224, 0.966], [0.350, -0.059, -0.739], [0.257, 0.581, 0.643], [0.207, 0.662, -0.194], [-0.107, -0.233, -0.115], [-0.417, 0.059, 0.107], [-1.811, 0.235, -0.671], [-0.143, -0.559, -1.249], [-0.108, 0.363, -0.093], [-0.431, -0.142, -0.761], [0.146, 1.082, 1.056], [0.637, 0.013, 0.248], [-0.612, 0.003, 0.156], [0.294, -0.978, -0.902], [0.145, -0.737, 0.651], [-0.443, 0.416, 0.003], [1.146, 0.508, -0.423], [0.022, 0.044, 0.283], [0.731, 0.020, 1.315], [0.382, 0.086, -0.541], [0.064, 0.219, -0.563], [-0.705, -0.343, 0.472], [0.889, -0.081, 0.824], [1.424, -0.640, 1.116], [-1.798, 0.307, -1.558], [0.434, -0.043, -0.556], [-0.820, 0.018, 0.577], [0.660, 0.445, -0.497], [-0.470, -0.683, 1.001], [-0.276, 0.354, -0.213], [-0.365, -0.054, -0.344], [1.149, 0.376, -0.635], [0.068, 0.643, 0.339], [0.070, 0.523, -0.031], [-0.774, -0.316, 0.483], [0.479, -0.336, 0.057], [0.021, -0.412, 0.831], [0.536, -0.287, -0.113], [-0.160, 0.061, -0.363], [0.158, 0.416, -0.126], [-0.543, -0.405, 0.040], [0.541, -0.143, 0.296], [-1.849, -0.307, 2.402], [1.629, 0.213, 0.022], [-0.860, -1.151, 0.566], [-0.009, 2.003, -0.146], [0.648, 0.026, -1.464], [-0.427, -0.156, 0.771], [0.498, 0.049, 0.003], [-0.314, 0.486, -0.087], [0.191, 0.243, -0.087], [0.449, -0.178, -0.321], [0.375, -0.142, 0.174], [-0.310, 0.235, -0.916], [-0.061, -0.252, -0.094], [-0.228, -0.239, -0.801], [-0.627, 0.002, 0.635], [-0.221, -0.231, -0.214], [0.501, -0.253, -0.734], [0.991, 1.785, -0.456], [-0.767, 1.159, -0.590], [0.166, 0.075, 0.026], [-0.337, -0.013, 0.435], [-0.263, -0.043, -0.076], [-0.521, -1.050, -1.572], [-0.739, 0.514, 0.435], [0.095, -0.636, 0.288], [0.829, 0.732, 1.103], [-0.405, -0.681, 0.712], [0.219, -0.057, 0.582], [-0.064, -0.892, -0.101], [-0.035, 0.000, -0.330], [-0.029, -0.112, -0.079], [0.331, -0.647, -0.023], [0.062, 0.316, -0.261], [-0.066, -0.269, -0.193], [0.471, -0.169, 0.238], [0.094, -0.136, -0.032], [-0.110, -0.011, -0.099], [0.467, -0.193, 0.108], [-0.521, -0.113, -0.245]]}